# 1
Here is a cluster of 4 separate species, C16H22Br8NO4PS in total in a non-equilibrium geometry from the Open Molecules 2025 dataset. Energies are from ωB97M-V with the def2-TZVPD basis set.

Output
* total charge: 0
* HOMO level: -8.42 eV
* orbital gap: 7.62 eV
* LUMO: -0.80 eV
* spin multiplicity: 1

Geometry (Å):
O 1.58 0.32 -3.98
C 0.46 0.02 -4.34
N 0.07 -1.26 -4.79
C -1.35 -1.36 -4.59
O -1.92 -2.42 -4.50
C -1.85 0.07 -4.48
C -0.74 0.94 -4.33
C -0.83 2.31 -4.19
C -2.12 2.87 -4.25
C -3.24 2.03 -4.41
C -3.13 0.63 -4.53
P -4.68 -0.36 -4.77
O -4.68 -1.85 -4.08
O -5.03 -0.44 -6.36
S -6.12 0.65 -3.94
H 0.54 -1.98 -4.24
H 0.08 2.91 -4.08
H -2.26 3.95 -4.16
H -4.21 2.53 -4.44
H -4.08 -1.77 -3.30
H -4.93 -1.35 -6.67
Br 1.43 -0.04 -1.79
C 0.95 0.09 0.09
C 0.70 -1.28 0.66
Br -1.02 -1.93 0.02
H 0.07 0.74 0.15
H 1.78 0.58 0.59
H 0.63 -1.24 1.75
H 1.45 -2.01 0.38
Br 4.67 0.13 0.32
C 5.21 0.79 2.07
C 4.59 0.01 3.19
Br 2.72 0.49 3.45
H 4.96 1.85 2.10
H 6.30 0.68 2.09
H 5.07 0.24 4.14
H 4.61 -1.07 3.02
Br -4.13 -3.64 2.00
C -4.30 -1.70 1.84
C -5.50 -1.32 1.03
Br -5.24 -1.57 -0.90
H -3.37 -1.34 1.41
H -4.39 -1.34 2.86
H -5.71 -0.26 1.14
H -6.39 -1.89 1.30
Br 7.12 -0.11 6.86
C 6.04 0.92 8.11
C 4.67 1.19 7.56
Br 4.70 2.59 6.21
H 6.59 1.83 8.33
H 5.98 0.31 9.01
H 4.00 1.56 8.34
H 4.22 0.31 7.09

=====

# 2
Here is a cluster of 2 separate species, C16H22BrCl2F3NO4P in total in a non-equilibrium geometry from the Open Molecules 2025 dataset. Energies are from ωB97M-V with the def2-TZVPD basis set.

Output
* total charge: 0
* HOMO level: -9.17 eV
* orbital gap: 7.43 eV
* LUMO: -1.74 eV
* spin multiplicity: 1

Geometry (Å):
C -1.21 -6.86 0.68
C -1.01 -6.39 2.11
C 0.28 -5.60 2.42
Cl 1.54 -5.87 1.14
C 0.11 -4.11 2.53
C 1.03 -3.32 3.10
Cl 2.47 -3.89 3.82
C 0.83 -1.84 3.15
O 1.15 -1.17 4.12
C 0.16 -1.27 1.94
C 0.56 0.08 1.41
C 0.70 1.18 2.47
C 1.30 2.43 1.85
F 2.64 2.46 2.03
F 0.80 3.55 2.41
F 1.09 2.52 0.52
C -0.77 -2.05 1.36
P -1.68 -1.57 -0.15
O -2.15 -3.07 -0.60
Br -3.58 -0.68 0.66
C -1.08 -3.38 1.99
O -2.22 -3.77 2.06
H -1.10 -6.07 -0.05
H -2.23 -7.24 0.59
H -0.57 -7.70 0.45
H -0.95 -7.29 2.71
H -1.88 -5.86 2.46
H 0.73 -5.98 3.32
H -0.13 0.43 0.66
H 1.53 -0.04 0.91
H -0.28 1.45 2.83
H 1.35 0.90 3.28
H -3.08 -3.21 -0.39
C 0.39 5.51 -1.43
O 0.22 6.27 -2.61
C 0.98 5.84 -3.72
C 0.36 4.68 -4.51
C 0.52 3.32 -3.83
N -1.05 4.90 -4.81
H 1.42 5.14 -1.34
H -0.30 4.67 -1.40
H 0.17 6.16 -0.58
H 1.03 6.71 -4.39
H 2.01 5.61 -3.42
H 0.90 4.62 -5.46
H -0.18 3.20 -3.00
H 0.32 2.52 -4.53
H 1.53 3.19 -3.44
H -1.15 5.74 -5.37
H -1.52 5.12 -3.94

=====

# 3
Here is a structure of composition C16H22BrNO3 in a non-equilibrium geometry from the Open Molecules 2025 dataset. Energies are from ωB97M-V with the def2-TZVPD basis set.

Output
* total charge: 0
* HOMO level: -8.31 eV
* orbital gap: 8.75 eV
* LUMO: 0.44 eV
* spin multiplicity: 1

Geometry (Å):
C 4.94 0.32 2.44
C 4.67 0.16 0.92
H 4.50 -0.90 0.60
H 5.63 0.58 0.40
O 3.63 1.14 0.52
C 2.56 0.42 0.60
O 2.41 -0.76 1.13
C 1.43 1.51 -0.06
C 1.06 2.40 1.12
C -0.03 1.58 2.06
C -1.19 1.31 1.02
N -0.90 1.50 -0.33
C 0.14 0.79 -0.39
H 0.20 -0.43 -0.16
H 0.25 0.66 -1.64
C -2.02 1.06 -1.00
C -2.74 -0.27 -0.77
C -3.62 -0.56 0.09
C -4.26 -1.80 0.08
C -3.60 -2.96 -0.57
C -2.70 -2.50 -1.55
C -2.06 -1.44 -1.77
O -1.27 -1.07 -2.77
C -0.67 -2.16 -3.50
H -0.14 -1.34 -4.40
H -1.66 -2.51 -4.12
H -0.29 -2.72 -2.74
H -2.39 -3.45 -2.29
H -3.94 -3.91 -0.34
Br -5.50 -2.19 1.58
H -4.08 0.31 0.49
H -2.90 2.00 -0.82
H -1.83 1.27 -2.13
H -1.73 0.46 1.62
H -1.96 2.18 1.48
H 0.42 0.51 2.14
H -0.29 2.28 2.87
H 2.00 2.34 1.81
H 0.61 3.19 0.73
H 2.06 1.93 -0.88
H 5.05 1.32 2.76
H 4.30 -0.15 2.93
H 5.93 -0.10 2.83

=====

# 4
Here is a structure of composition C16H22ClCoO in a non-equilibrium geometry from the Open Molecules 2025 dataset. Energies are from ωB97M-V with the def2-TZVPD basis set.

Output
* ⟨S²⟩: 6.047
* total charge: -2
* HOMO level (alpha / beta): 2.14 / -0.69 eV
* orbital gap (alpha / beta): 3.16 / 5.96 eV
* LUMO (alpha / beta): 5.30 / 5.27 eV
* spin multiplicity: 5

Geometry (Å):
Co -1.09 -1.18 1.05
C -2.81 -1.54 0.23
C -2.88 -0.15 -0.18
C -2.05 0.02 -1.29
H -3.59 0.57 0.27
C -1.44 -1.19 -1.63
C -1.88 -2.18 -0.68
H -1.81 -3.29 -0.82
H -3.53 -2.08 0.89
H -2.01 0.93 -1.89
H -0.85 -1.40 -2.52
C 0.62 -1.90 2.01
C 0.13 -2.88 1.06
C 0.89 -2.71 -0.21
H -0.43 -3.82 1.36
C 1.82 -1.64 0.00
C 1.64 -1.11 1.31
H 2.23 -0.35 1.78
H 0.49 -1.97 3.11
H 0.82 -3.34 -1.04
H 2.57 -1.40 -0.64
O -1.30 1.69 1.58
C 2.28 2.36 -1.84
C 1.24 3.09 -1.14
C 1.55 1.30 -2.70
C 3.30 1.90 -0.83
C -0.78 2.46 0.80
H 0.19 3.22 -1.58
H 1.50 3.54 -0.12
H -0.14 3.31 1.20
H -1.29 2.65 -0.20
H 1.79 1.11 -3.70
H 0.47 1.59 -2.69
H 1.66 0.41 -2.10
H 4.25 2.34 -0.80
H 3.37 0.83 -0.95
H 2.82 2.13 0.14
Cl -2.64 -1.44 3.80
C -1.76 -0.38 2.83
H -2.42 0.50 2.74
H -0.91 0.03 3.37

=====

# 5
Here is an isolated molecule of C16H22N2O3 from the Open Molecules 2025 dataset. Energies are from ωB97M-V with the def2-TZVPD basis set.

Output
* total charge: 0
* HOMO level: -8.50 eV
* orbital gap: 9.29 eV
* LUMO: 0.79 eV
* spin multiplicity: 1

Geometry (Å):
C -5.27 -2.06 1.01
C -6.31 -0.95 0.95
C -5.75 0.38 0.46
C -5.32 0.36 -1.01
O -4.13 -0.36 -1.25
C -2.93 0.17 -0.88
C -2.73 1.45 -0.39
C -1.45 1.87 -0.07
C -0.35 1.02 -0.21
C 0.99 1.55 0.16
O 1.26 2.74 0.13
N 1.88 0.62 0.58
C 3.27 0.95 0.78
C 4.13 -0.17 0.20
O 3.65 -1.22 -0.17
N 5.44 0.12 0.15
C 6.43 -0.79 -0.34
C 7.78 -0.82 0.29
C 7.61 -0.27 -1.09
C -0.56 -0.26 -0.72
C -1.83 -0.68 -1.05
H -5.71 -2.97 1.40
H -4.44 -1.77 1.67
H -4.86 -2.26 0.03
H -6.73 -0.80 1.95
H -7.13 -1.26 0.29
H -6.51 1.15 0.57
H -4.89 0.65 1.08
H -5.23 1.38 -1.40
H -6.07 -0.17 -1.61
H -3.55 2.14 -0.25
H -1.28 2.86 0.31
H 1.70 -0.36 0.47
H 3.49 1.04 1.86
H 3.47 1.91 0.31
H 5.77 1.03 0.46
H 5.96 -1.71 -0.65
H 8.27 -1.77 0.41
H 7.99 -0.12 1.09
H 7.98 -0.84 -1.93
H 7.70 0.80 -1.23
H 0.27 -0.93 -0.89
H -2.00 -1.66 -1.46

=====

# 6
Here is an isolated molecule of C16H22N4O2S3 in a non-equilibrium geometry from the Open Molecules 2025 dataset. Energies are from ωB97M-V with the def2-TZVPD basis set.

Output
* total charge: 0
* HOMO level: -8.56 eV
* orbital gap: 8.93 eV
* LUMO: 0.37 eV
* spin multiplicity: 1

Geometry (Å):
C 2.72 2.18 -0.77
C 1.60 1.35 -1.39
C 1.44 0.01 -0.68
N 0.33 2.09 -1.41
C -0.28 2.33 -0.24
O 0.24 2.14 0.84
C -1.73 2.86 -0.28
S -2.55 2.30 1.24
C -2.39 0.61 0.93
N -2.02 0.11 -0.20
N -1.93 -1.21 -0.19
C -2.21 -1.76 0.94
N -2.24 -3.12 1.09
C -1.95 -3.95 2.16
O -2.06 -5.14 2.02
C -1.43 -3.30 3.42
C 0.01 -2.96 3.20
C 1.08 -3.81 3.29
C 2.30 -3.18 2.97
C 2.16 -1.88 2.64
S 0.52 -1.38 2.70
S -2.70 -0.59 2.18
C -0.24 2.41 -2.71
C -0.79 1.14 -3.38
C 0.74 3.15 -3.61
H 2.49 2.39 0.27
H 3.66 1.63 -0.82
H 2.84 3.12 -1.30
H 1.85 1.15 -2.43
H 1.28 0.16 0.39
H 2.34 -0.59 -0.81
H 0.59 -0.54 -1.08
H -2.32 2.48 -1.11
H -1.75 3.95 -0.25
H -2.36 -3.62 0.21
H -1.51 -4.04 4.22
H -2.00 -2.42 3.69
H 0.98 -4.84 3.57
H 3.25 -3.69 3.00
H 2.91 -1.17 2.36
H -1.07 3.10 -2.54
H -1.43 0.61 -2.69
H 0.02 0.48 -3.68
H -1.36 1.41 -4.27
H 1.55 2.51 -3.96
H 0.21 3.52 -4.49
H 1.17 4.00 -3.09

=====

In Ha, the total energy values for the records above are, in order, -22310.32365 -5113.94996 -3476.89696 -2540.71384 -958.12115 -2186.96446.
In g/mol, the molecular weight values for the records above are, in order, 994.63 531.13 356.26 324.74 290.36 398.58.
In kcal per mole, the energy above the lowest of the compared OMol25 structures with the same formula, charge and spin values for the records above are, in order, 25.3 0.0 318.0 32.6 43.5 0.0.